# 1
The following is a quantum chemistry calculation of 3 unconnected molecules or ions with the total composition C38H55NO13P2S2 in a non-equilibrium geometry, from the Open Molecules 2025 dataset.

Calculated values
HOMO = -8.729 eV
multiplicity = 1
frontier orbital gap = 0.266 Eh
LUMO energy = -1.5031 eV
SMILES string = CC(=O)OCc1c([PH2]=S)c(CCCC(=O)O)c2c(c1[PH2]=S)C(=O)C(c1ccccc1)=C(CCC(N)=O)C2=O.COCCOCCOC.COCCOCCOC

```
111
C38H55NO13P2S2 | the Open Molecules 2025 dataset | the ωB97M-V functional and the def2-TZVPD basis
C -4.94 -4.99 2.71
C -4.84 -3.48 2.29
O -5.67 -2.71 2.71
O -3.83 -3.08 1.42
C -4.35 -2.06 0.50
C -3.40 -2.14 -0.75
C -2.54 -1.03 -1.16
P -2.61 0.58 -0.17
S -4.43 1.33 -0.14
C -1.62 -1.16 -2.33
C -0.73 0.07 -2.67
C 0.40 0.37 -1.58
C 0.76 1.92 -1.48
C 0.68 2.67 -2.84
O 1.63 2.76 -3.58
O -0.49 3.31 -3.24
C -1.57 -2.40 -3.08
C -2.48 -3.52 -2.71
C -3.38 -3.39 -1.56
P -4.54 -4.80 -1.08
S -3.61 -6.45 -0.62
C -2.44 -4.82 -3.58
O -3.37 -5.58 -3.71
C -1.12 -5.18 -4.36
C -0.87 -6.64 -4.73
C -0.92 -6.98 -6.17
C -0.72 -8.32 -6.68
C -0.44 -9.42 -5.75
C -0.41 -9.10 -4.31
C -0.63 -7.74 -3.80
C -0.30 -4.13 -4.65
C 1.05 -4.35 -5.40
C 2.34 -4.28 -4.49
C 2.21 -4.96 -3.09
N 2.04 -6.37 -2.87
O 2.30 -4.24 -2.10
C -0.64 -2.64 -4.29
O -0.16 -1.79 -5.01
H -4.82 -5.67 1.81
H -4.16 -5.26 3.47
H -5.96 -5.20 3.13
H -5.43 -2.23 0.25
H -4.23 -1.08 1.05
H -2.10 0.36 1.16
H -1.78 1.59 -0.72
H -0.27 0.07 -3.68
H -1.42 0.97 -2.64
H 1.34 -0.16 -1.86
H 0.06 0.00 -0.58
H 0.08 2.47 -0.77
H 1.80 2.08 -1.08
H -0.41 3.53 -4.19
H -5.45 -4.37 -0.05
H -5.32 -5.02 -2.26
H -1.12 -6.16 -6.91
H -0.79 -8.51 -7.78
H -0.27 -10.45 -6.14
H -0.21 -9.96 -3.63
H -0.60 -7.55 -2.71
H 1.10 -5.30 -5.98
H 1.16 -3.53 -6.17
H 3.20 -4.79 -5.01
H 2.69 -3.23 -4.30
H 1.46 -6.57 -2.05
H 2.92 -6.88 -2.85
C -2.09 4.32 6.82
O -1.44 3.11 6.47
C -2.32 2.12 5.95
C -1.71 1.41 4.75
O -1.58 2.20 3.57
C -0.62 3.25 3.60
C 0.83 2.79 3.66
O 1.15 2.29 4.95
C 2.01 1.16 4.93
H -2.58 4.22 7.80
H -1.33 5.10 6.88
H -2.82 4.62 6.06
H -3.28 2.56 5.66
H -2.50 1.40 6.75
H -2.39 0.60 4.48
H -0.76 0.94 5.00
H -0.84 3.98 4.38
H -0.75 3.78 2.65
H 1.49 3.65 3.47
H 1.01 2.03 2.89
H 1.71 0.45 4.15
H 1.92 0.66 5.89
H 3.04 1.48 4.78
C 2.53 5.33 -0.20
O 3.72 5.63 0.50
C 4.59 6.50 -0.22
C 5.19 7.56 0.70
O 4.27 8.54 1.18
C 3.29 8.11 2.12
C 3.84 7.70 3.48
O 4.50 6.45 3.40
C 5.66 6.37 4.20
H 2.71 4.55 -0.95
H 1.80 4.95 0.53
H 2.10 6.21 -0.67
H 4.06 7.00 -1.04
H 5.39 5.89 -0.64
H 5.92 8.12 0.11
H 5.74 7.11 1.52
H 2.65 7.34 1.70
H 2.65 8.99 2.28
H 3.00 7.59 4.18
H 4.51 8.48 3.85
H 6.26 7.28 4.13
H 6.27 5.54 3.84
H 5.39 6.18 5.25
```

***

# 2
The following is a quantum chemistry calculation of 2 unconnected molecules or ions with the total composition C2H4N2O2 in a non-equilibrium geometry, from the Open Molecules 2025 dataset.

Calculated values
HOMO (spin up / spin down) = -15.731 / -15.687 eV
energy above the lowest of the compared OMol25 structures with the same formula, charge and spin = 101.7 kcal per mole
multiplicity = 2
frontier orbital gap (spin up / spin down) = 0.339 / 0.230 Eh
LUMO energy (spin up / spin down) = -6.5169 / -9.4290 eV
net charge = +1

```
10
C2H4N2O2 | the Open Molecules 2025 dataset | the ωB97M-V functional and the def2-TZVPD basis
O -1.53 0.83 0.65
C -0.94 1.21 -0.58
N -0.07 0.58 -1.20
C 1.11 -1.84 0.35
N 0.44 -1.01 1.06
O 1.83 -1.60 -0.64
H -1.47 2.08 -0.95
H 0.80 0.33 -0.71
H -1.45 -0.13 0.60
H 1.27 -0.45 1.42
```

***

# 3
The following is a quantum chemistry calculation of 2 unconnected molecules or ions with the total composition C9H9ClSi in a non-equilibrium geometry, from the Open Molecules 2025 dataset.

Calculated values
HOMO (spin up / spin down) = -6.508 / -8.961 eV
energy above the lowest of the compared OMol25 structures with the same formula, charge and spin = 104.1 kcal per mole
multiplicity = 1
frontier orbital gap (spin up / spin down) = 0.242 / 0.307 Eh
LUMO energy (spin up / spin down) = 0.0651 / -0.5997 eV

```
20
C9H9ClSi | the Open Molecules 2025 dataset | the ωB97M-V functional and the def2-TZVPD basis
C 0.66 -3.58 -1.87
C -0.05 -2.62 -1.86
C -1.24 1.92 1.94
C -1.95 2.07 0.70
C -0.26 0.86 2.00
C -1.91 1.17 -0.28
C -0.16 0.00 0.89
C -1.01 0.08 -0.21
C 3.45 -0.11 -0.09
Si -1.16 -1.16 -1.61
Cl -2.12 -0.74 -3.34
H 1.30 -4.41 -1.92
H -1.40 2.52 2.76
H -2.63 2.93 0.79
H 0.39 0.62 2.83
H -2.72 1.21 -1.01
H 0.62 -0.70 0.75
H 3.83 -1.01 -0.54
H 4.00 0.77 0.04
H 2.36 0.18 0.05
```

***

# 4
The following is a quantum chemistry calculation of a molecular structure, C20H12F6N5O6S2V in a non-equilibrium geometry, from the Open Molecules 2025 dataset.

Calculated values
HOMO (spin up / spin down) = -7.727 / -7.885 eV
energy above the lowest of the compared OMol25 structures with the same formula, charge and spin = 0.0 kcal per mole
multiplicity = 3
frontier orbital gap (spin up / spin down) = 0.246 / 0.258 Eh
LUMO energy (spin up / spin down) = -1.0450 / -0.8778 eV

```
52
C20H12F6N5O6S2V | the Open Molecules 2025 dataset | the ωB97M-V functional and the def2-TZVPD basis
V -0.35 0.06 -0.14
O 1.10 -3.45 1.60
C 0.70 -2.32 1.35
N 0.09 -1.90 0.22
C -0.21 -2.79 -0.84
C 0.32 -4.02 -1.04
C 0.02 -4.66 -2.26
C -0.92 -4.12 -3.11
C -1.59 -2.92 -2.81
C -1.12 -2.25 -1.72
N -1.54 -0.93 -1.36
C -2.84 -0.59 -1.47
O -3.69 -1.20 -2.05
C -3.18 0.69 -0.76
C -4.44 1.26 -0.85
C -4.66 2.49 -0.20
C -3.59 3.04 0.50
C -2.40 2.34 0.58
N -2.19 1.19 -0.03
C 0.66 -1.23 2.40
C 1.01 -1.44 3.73
C 1.09 -0.32 4.58
C 0.72 0.90 4.03
C 0.30 0.98 2.71
N 0.23 -0.07 1.89
H 1.04 -4.44 -0.35
H 0.57 -5.55 -2.58
H -1.13 -4.64 -4.07
H -2.36 -2.55 -3.42
H -5.15 0.77 -1.45
H -5.60 3.01 -0.31
H -3.66 4.03 0.92
H -1.59 2.83 1.13
H 1.35 -2.45 4.02
H 1.42 -0.40 5.61
H 0.72 1.82 4.61
H 0.08 1.90 2.27
F 3.82 -0.07 -3.43
C 4.00 -0.01 -2.11
F 4.96 0.86 -1.82
F 4.40 -1.21 -1.65
S 2.54 0.58 -1.15
O 2.97 0.33 0.22
O 1.35 -0.18 -1.63
N 2.39 2.11 -1.57
S 1.46 2.95 -0.59
O 0.61 2.09 0.24
O 0.87 4.02 -1.28
C 2.63 3.74 0.65
F 3.88 3.48 0.28
F 2.43 3.21 1.84
F 2.47 5.06 0.69
```

***

# 5
The following is a quantum chemistry calculation of C3H4N2O2S in the gas phase in a non-equilibrium geometry, from the Open Molecules 2025 dataset.

Calculated values
HOMO (spin up / spin down) = -9.602 / -9.665 eV
energy above the lowest of the compared OMol25 structures with the same formula, charge and spin = 143.5 kcal per mole
multiplicity = 1
frontier orbital gap (spin up / spin down) = 0.261 / 0.271 Eh
LUMO energy (spin up / spin down) = -2.4912 / -2.3018 eV

```
12
C3H4N2O2S | the Open Molecules 2025 dataset | the ωB97M-V functional and the def2-TZVPD basis
C 0.19 0.11 1.53
C 0.46 -0.95 -0.64
C -1.00 -0.45 -0.51
N 1.28 0.66 0.94
N -0.90 0.51 0.57
O 0.01 -0.43 2.56
O 0.57 1.93 -1.34
S 0.32 1.82 0.09
H 0.88 -1.98 -0.52
H 1.18 -0.23 -1.22
H -1.42 0.26 -1.33
H -1.57 -1.25 -0.12
```

***

# 6
The following is a quantum chemistry calculation of C4H4ClNO2 in the gas phase in a non-equilibrium geometry, from the Open Molecules 2025 dataset.

Calculated values
HOMO = -9.087 eV
energy above the lowest of the compared OMol25 structures with the same formula, charge and spin = 58.8 kcal per mole
multiplicity = 1
frontier orbital gap = 0.359 Eh
LUMO energy = 0.6832 eV
SMILES string = COc1coc(Cl)n1

```
12
C4H4ClNO2 | the Open Molecules 2025 dataset | the ωB97M-V functional and the def2-TZVPD basis
C -2.06 -0.35 0.12
C 0.27 -0.24 -0.24
C 0.46 1.08 -0.18
C 2.32 -0.15 0.12
H -2.84 -1.19 0.31
H -1.79 0.09 1.12
H -2.51 0.35 -0.84
H -0.26 1.84 -0.15
N 1.40 -1.14 -0.04
O -0.84 -0.95 -0.20
O 1.87 1.16 0.03
Cl 3.97 -0.50 -0.06
```

***

Short version: E = -3992.69361 -338.11127 -1097.85901 -3834.24681 -774.69807 -820.15458 hartree, in the order given.